One molecule with the formula CH4IPS, computed with ωB97M-V with the def2-TZVPD basis set.

Results
- energy above the lowest of the compared OMol25 structures with the same formula, charge and spin (eV) = 0.489
- 2S+1 = 1
- largest force on an atom (eV/A) = 3.331
- HOMO energy (Eh) = -0.3320
- E (Ha) = -1077.7381
- LUMO level (Ha) = -0.0063

CARTESIAN COORDINATES (ANGSTROEM)
C (0.499, -1.007, -0.195)
P (-0.595, 0.185, 0.762)
S (0.191, 2.013, -0.308)
I (-2.809, -0.324, -0.186)
H (0.122, -1.945, -0.059)
H (1.383, -1.107, 0.309)
H (0.634, -0.575, -1.120)
H (0.575, 2.759, 0.796)



C32H24HgN4O5S as an isolated structure, computed with ωB97M-V with the def2-TZVPD basis set.

Results
- charge = -1
- 2S+1 = 2
- largest force on an atom (eV/A) = 0.216
- HOMO energy (spin up / spin down) (Eh) = -0.0863 / -0.1885
- E (Ha) = -2380.7783
- LUMO level (spin up / spin down) (Ha) = 0.0825 / 0.0825

CARTESIAN COORDINATES (ANGSTROEM)
Hg (-0.851, 0.198, -0.631)
O (0.290, -1.651, 5.997)
C (0.061, -0.457, 5.698)
O (0.182, 0.578, 6.379)
C (-0.440, -0.238, 4.261)
C (-0.391, 1.042, 3.661)
C (-0.672, 1.179, 2.332)
N (-1.012, 0.119, 1.545)
C (-1.143, -1.124, 2.118)
C (-0.861, -1.280, 3.493)
C (-1.472, -2.246, 1.294)
C (-1.647, -3.559, 1.817)
C (-1.965, -4.592, 0.987)
C (-2.130, -4.352, -0.396)
C (-1.941, -3.069, -0.845)
N (-1.605, -2.040, -0.051)
C (-0.589, 2.518, 1.685)
C (-0.471, 3.696, 2.433)
C (-0.378, 4.902, 1.773)
C (-0.407, 4.928, 0.383)
C (-0.542, 3.727, -0.282)
N (-0.638, 2.560, 0.356)
H (-0.089, 1.863, 4.293)
H (-0.899, -2.249, 3.967)
H (-1.527, -3.740, 2.874)
H (-2.089, -5.589, 1.392)
H (-2.398, -5.139, -1.087)
H (-2.048, -2.820, -1.894)
H (-0.464, 3.663, 3.511)
H (-0.287, 5.820, 2.340)
H (-0.327, 5.854, -0.169)
H (-0.551, 3.673, -1.361)
O (0.912, 2.275, -2.638)
C (0.396, 1.362, -3.242)
C (0.657, 1.045, -4.708)
C (-0.322, -0.074, -5.026)
C (-0.943, -0.415, -3.680)
O (-1.719, -1.332, -3.503)
N (-0.503, 0.456, -2.718)
H (1.701, 0.742, -4.799)
H (0.525, 1.949, -5.300)
H (0.133, -0.973, -5.440)
H (-1.121, 0.230, -5.702)
O (1.725, -0.252, -0.285)
S (2.778, -1.310, -0.352)
C (2.511, -2.216, -1.872)
C (3.608, -2.573, -2.638)
C (3.406, -3.222, -3.850)
C (2.115, -3.487, -4.286)
C (1.020, -3.115, -3.512)
C (1.216, -2.480, -2.297)
C (2.323, -2.576, 0.835)
C (2.025, -2.115, 2.111)
C (1.770, -3.027, 3.128)
C (1.820, -4.387, 2.854)
C (2.117, -4.840, 1.574)
C (2.373, -3.935, 0.554)
H (4.608, -2.339, -2.292)
H (4.256, -3.508, -4.457)
H (1.959, -3.985, -5.234)
H (0.011, -3.316, -3.851)
H (0.376, -2.194, -1.673)
H (1.955, -1.050, 2.304)
H (1.497, -2.677, 4.120)
H (1.609, -5.096, 3.644)
H (2.131, -5.902, 1.362)
H (2.592, -4.289, -0.444)



A 2-piece molecular cluster, BrClINO overall, computed with ωB97M-V with the def2-TZVPD basis set.

Results
- energy above the lowest of the compared OMol25 structures with the same formula, charge and spin (eV) = 0.591
- 2S+1 = 1
- largest force on an atom (eV/A) = 5.889
- HOMO energy (Eh) = -0.3538
- E (Ha) = -3461.7837
- LUMO level (Ha) = -0.0443

CARTESIAN COORDINATES (ANGSTROEM)
N (-0.856, 1.480, 0.550)
O (-0.637, 1.398, 1.690)
Cl (2.024, -2.335, -1.817)
Br (-2.324, 0.392, -0.146)
I (1.793, -0.935, -0.277)



C12H14I2N2Sn as an isolated structure, computed with ωB97M-V with the def2-TZVPD basis set.

Results
- energy above the lowest of the compared OMol25 structures with the same formula, charge and spin (eV) = 0.000
- 2S+1 = 1
- largest force on an atom (eV/A) = 3.357
- HOMO energy (spin up / spin down) (Eh) = -0.2248 / -0.2335
- E (Ha) = -1384.8141
- LUMO level (spin up / spin down) (Ha) = -0.0330 / -0.0334

CARTESIAN COORDINATES (ANGSTROEM)
C (0.543, 0.880, 5.364)
C (0.610, -0.657, 5.363)
H (1.525, 1.398, 5.349)
H (-0.382, 1.316, 5.775)
H (0.346, 1.024, 4.303)
H (0.257, -0.755, 4.353)
H (1.456, -1.322, 5.583)
H (-0.382, -1.078, 5.527)
C (0.071, 2.533, -0.830)
C (0.164, 3.444, -1.870)
C (0.082, 2.969, -3.183)
C (-0.076, 1.600, -3.354)
H (0.191, 2.818, 0.209)
H (0.334, 4.510, -1.637)
H (0.162, 3.701, -3.986)
H (-0.083, 1.265, -4.352)
N (-0.123, 1.220, -1.054)
C (-0.189, 0.683, -2.318)
C (-0.313, -0.754, -2.325)
N (-0.316, -1.288, -1.055)
C (-0.376, -2.628, -0.841)
C (-0.526, -3.044, -3.193)
C (-0.498, -3.526, -1.907)
H (-0.304, -2.926, 0.219)
H (-0.558, -4.594, -1.683)
C (-0.406, -1.681, -3.345)
H (-0.398, -1.339, -4.346)
H (-0.631, -3.746, -3.989)
Sn (-0.107, -0.040, 0.493)
I (2.496, -0.149, 1.037)
I (-2.569, 0.165, 1.694)



A 2-piece molecular cluster, C5H13NO overall, computed with ωB97M-V with the def2-TZVPD basis set.

Results
- energy above the lowest of the compared OMol25 structures with the same formula, charge and spin (eV) = 2.244
- 2S+1 = 1
- largest force on an atom (eV/A) = 4.736
- HOMO energy (Eh) = -0.3402
- E (Ha) = -328.2364
- LUMO level (Ha) = 0.0333

CARTESIAN COORDINATES (ANGSTROEM)
N (-0.867, 0.052, -0.267)
C (-0.543, 1.475, -0.190)
C (-0.012, 1.602, 1.373)
C (0.835, 0.200, 1.535)
C (0.235, -0.737, 0.392)
C (1.183, -1.497, -0.521)
H (-1.705, -0.070, 0.240)
H (-1.097, 2.350, -0.488)
H (0.375, 1.589, -0.713)
H (0.706, 2.433, 1.583)
H (-0.851, 1.659, 2.093)
H (1.935, 0.449, 1.383)
H (0.663, -0.213, 2.525)
H (-0.212, -1.660, 0.792)
H (0.407, -1.944, -1.303)
H (2.107, -1.044, -0.856)
H (1.414, -2.502, -0.033)
H (-1.405, -0.222, -1.975)
H (-1.245, -1.256, -2.972)
O (-1.924, -0.664, -2.598)



C26H27FeN3O5S as an isolated structure, computed with ωB97M-V with the def2-TZVPD basis set.

Results
- energy above the lowest of the compared OMol25 structures with the same formula, charge and spin (eV) = 5.944
- charge = +1
- 2S+1 = 6
- largest force on an atom (eV/A) = 0.240
- HOMO energy (spin up / spin down) (Eh) = -0.3246 / -0.3821
- E (Ha) = -3209.0004
- LUMO level (spin up / spin down) (Ha) = -0.0910 / -0.1120

CARTESIAN COORDINATES (ANGSTROEM)
Fe (-0.033, -0.725, 0.258)
O (-2.706, -0.158, -2.887)
C (-2.044, -0.104, -1.764)
O (-1.295, -0.992, -1.382)
C (-2.276, 1.165, -0.981)
O (-1.680, 0.954, 0.270)
C (-1.968, 1.900, 1.305)
C (-1.431, -0.128, 2.794)
O (-1.783, 0.004, 4.067)
O (-1.216, -1.137, 2.156)
H (-2.492, -0.978, -3.364)
H (-3.351, 1.352, -0.904)
H (-1.813, 1.997, -1.525)
H (-3.050, 1.955, 1.457)
H (-1.587, 2.888, 1.029)
C (5.638, -3.035, -3.810)
C (4.844, -1.728, -3.939)
C (3.557, -2.022, -4.709)
C (5.668, -0.711, -4.741)
C (4.574, -1.161, -2.548)
C (5.641, -0.878, -1.694)
C (5.422, -0.368, -0.427)
C (4.138, -0.110, 0.050)
S (4.042, 0.124, 1.824)
C (1.663, 1.105, 0.321)
N (1.733, -0.022, -0.457)
C (3.052, -0.353, -0.824)
C (3.293, -0.878, -2.092)
C (0.237, 1.529, 2.478)
C (1.017, 2.619, 3.197)
C (0.361, 2.752, 4.542)
C (-0.804, 2.202, 4.896)
C (-1.739, 1.518, 3.956)
C (-1.246, 1.345, 2.519)
H (5.820, -3.459, -4.799)
H (5.090, -3.771, -3.219)
H (6.606, -2.875, -3.336)
H (3.806, -2.450, -5.680)
H (2.976, -1.115, -4.888)
H (2.926, -2.741, -4.181)
H (5.875, -1.100, -5.740)
H (6.623, -0.501, -4.259)
H (5.129, 0.233, -4.846)
H (6.658, -1.068, -2.011)
H (6.262, -0.186, 0.231)
H (2.432, -1.044, -2.725)
H (1.181, 3.578, 2.706)
H (0.910, 3.308, 5.296)
H (-1.157, 2.320, 5.913)
H (-2.767, 1.858, 4.069)
N (2.334, 2.907, -1.136)
C (2.436, 2.309, 0.124)
C (3.211, 2.738, 1.135)
C (3.441, 1.843, 2.307)
C (2.243, 1.630, 3.280)
C (1.304, 0.515, 2.839)
N (0.897, 0.779, 1.472)
H (3.169, 3.399, -1.422)
H (2.048, 2.251, -1.849)
H (3.794, 3.648, 1.058)
H (4.264, 2.252, 2.890)
H (2.599, 1.501, 4.300)
H (1.206, -0.481, 3.246)



C33H34AsCuN3PS as an isolated structure, computed with ωB97M-V with the def2-TZVPD basis set.

Results
- energy above the lowest of the compared OMol25 structures with the same formula, charge and spin (eV) = 0.000
- 2S+1 = 1
- largest force on an atom (eV/A) = 0.368
- HOMO energy (Eh) = -0.2678
- E (Ha) = -6057.9794
- LUMO level (Ha) = -0.0194

CARTESIAN COORDINATES (ANGSTROEM)
Cu (-0.165, 0.025, -0.421)
N (-4.682, -4.985, -0.841)
C (-4.823, -3.929, -1.660)
S (-6.103, -3.739, -2.674)
C (-3.703, -2.953, -1.581)
C (-2.399, -3.383, -1.373)
C (-1.395, -2.443, -1.239)
N (-1.621, -1.128, -1.298)
C (-2.870, -0.718, -1.540)
C (-3.932, -1.588, -1.693)
H (-5.418, -5.670, -0.819)
H (-4.001, -4.969, -0.097)
H (-2.150, -4.435, -1.320)
H (-0.373, -2.747, -1.050)
H (-3.015, 0.353, -1.596)
H (-4.932, -1.223, -1.881)
C (0.420, 3.576, -2.573)
As (0.704, 2.178, -1.238)
C (0.892, 3.262, 0.362)
C (2.586, 1.680, -1.570)
C (3.562, 2.812, -1.545)
C (4.181, 3.188, -0.353)
C (5.065, 4.256, -0.316)
C (5.349, 4.968, -1.473)
C (4.746, 4.600, -2.667)
C (3.862, 3.531, -2.701)
H (1.214, 4.321, -2.532)
H (-0.536, 4.058, -2.370)
H (0.383, 3.137, -3.570)
H (1.659, 4.026, 0.248)
H (1.142, 2.575, 1.171)
H (-0.065, 3.736, 0.579)
H (2.602, 1.160, -2.529)
H (2.789, 0.951, -0.783)
H (3.965, 2.628, 0.550)
H (5.536, 4.530, 0.619)
H (6.041, 5.800, -1.445)
H (4.968, 5.143, -3.577)
H (3.401, 3.243, -3.639)
N (0.993, -0.189, 1.056)
P (1.053, -1.515, 1.832)
C (2.257, -2.758, 1.216)
C (2.859, -3.720, 2.025)
C (3.743, -4.641, 1.480)
C (4.037, -4.605, 0.123)
C (3.456, -3.639, -0.686)
C (2.574, -2.717, -0.138)
C (-0.493, -2.522, 1.965)
C (-0.553, -3.910, 1.879)
C (-1.773, -4.573, 1.973)
C (-2.946, -3.853, 2.146)
C (-2.900, -2.465, 2.215)
C (-1.683, -1.808, 2.126)
C (1.553, -1.312, 3.577)
C (1.044, -2.064, 4.632)
C (1.487, -1.840, 5.930)
C (2.440, -0.865, 6.181)
C (2.947, -0.106, 5.133)
C (2.502, -0.326, 3.839)
H (2.644, -3.743, 3.087)
H (4.210, -5.383, 2.116)
H (4.731, -5.322, -0.299)
H (3.699, -3.597, -1.740)
H (2.137, -1.931, -0.745)
H (0.355, -4.483, 1.744)
H (-1.797, -5.656, 1.926)
H (-3.896, -4.367, 2.248)
H (-3.813, -1.898, 2.350)
H (-1.637, -0.726, 2.174)
H (0.295, -2.823, 4.445)
H (1.082, -2.426, 6.746)
H (2.784, -0.691, 7.193)
H (3.685, 0.662, 5.328)
H (2.869, 0.275, 3.015)



C9H12I2N4O3 as an isolated structure, computed with ωB97M-V with the def2-TZVPD basis set.

Results
- 2S+1 = 1
- largest force on an atom (eV/A) = 0.772
- HOMO energy (Eh) = -0.3336
- E (Ha) = -1390.1414
- LUMO level (Ha) = -0.0431

CARTESIAN COORDINATES (ANGSTROEM)
C (4.600, -0.210, 0.819)
C (4.140, 1.107, 0.258)
I (5.557, 2.656, 0.280)
C (2.916, 1.295, -0.255)
I (2.201, 3.069, -1.125)
C (1.887, 0.223, -0.271)
N (1.558, -0.331, 0.891)
N (0.616, -1.258, 0.871)
C (0.087, -1.565, -0.307)
C (-1.067, -2.526, -0.325)
O (-2.283, -1.806, -0.383)
C (-2.745, -1.344, 0.872)
O (-3.421, -0.155, 0.688)
C (-2.594, 0.930, 0.302)
C (-3.013, 1.469, -1.067)
O (-2.941, 2.883, -1.144)
N (0.435, -1.025, -1.475)
N (1.353, -0.088, -1.455)
H (4.364, -1.012, 0.128)
H (5.673, -0.197, 0.968)
H (4.126, -0.406, 1.772)
H (-1.012, -3.112, -1.235)
H (-1.006, -3.180, 0.541)
H (-3.464, -2.050, 1.285)
H (-1.917, -1.234, 1.577)
H (-2.692, 1.740, 1.025)
H (-1.544, 0.645, 0.291)
H (-4.025, 1.130, -1.274)
H (-2.342, 1.095, -1.831)
H (-3.447, 3.257, -0.423)